{
  "formula": "C26H67N2O10",
  "method": "ωB97M-V/def2-TZVPD",
  "homo_ev": -4.8,
  "homo_lumo_gap_ev": 6.910,
  "charge": -1,
  "lumo_ev": 2.103,
  "symbols": ["N", "C", "C", "O", "C", "N", "C", "C", "O", "O", "H", "H", "H", "H", "H", "H", "H", "H", "H", "H", "H", "C", "C", "C", "O", "H", "H", "H", "H", "H", "H", "H", "H", "C", "C", "C", "O", "H", "H", "H", "H", "H", "H", "H", "H", "C", "C", "C", "O", "H", "H", "H", "H", "H", "H", "H", "H", "C", "C", "C", "O", "H", "H", "H", "H", "H", "H", "H", "H", "C", "C", "C", "O", "H", "H", "H", "H", "H", "H", "H", "H", "C", "C", "C", "O", "H", "H", "H", "H", "H", "H", "H", "H", "C", "C", "C", "O", "H", "H", "H", "H", "H", "H", "H", "H"],
  "xyz": [[-4.352, 3.062, 0.124], [-3.136, 2.283, 0.322], [-1.808, 3.082, 0.287], [-2.035, 4.335, -0.326], [-0.651, 2.310, -0.387], [-0.264, 2.906, -1.670], [-1.319, 2.737, -2.708], [-0.863, 1.716, -3.764], [-0.255, 2.174, -4.756], [-1.113, 0.511, -3.503], [-4.275, 3.986, 0.523], [-4.597, 3.132, -0.852], [-3.193, 1.810, 1.308], [-3.118, 1.473, -0.407], [-1.502, 3.239, 1.331], [-1.182, 4.644, -0.660], [0.217, 2.354, 0.271], [-0.906, 1.245, -0.492], [0.519, 2.352, -2.001], [-1.504, 3.696, -3.196], [-2.257, 2.426, -2.250], [-2.683, 2.521, -6.790], [-4.094, 3.081, -6.754], [-4.707, 3.172, -8.145], [-4.119, 4.366, -6.126], [-2.032, 3.173, -7.382], [-2.245, 2.453, -5.800], [-2.669, 1.525, -7.236], [-4.723, 2.447, -6.126], [-4.112, 3.842, -8.773], [-5.721, 3.572, -8.098], [-4.738, 2.193, -8.626], [-3.546, 4.945, -6.640], [2.173, -2.259, -3.384], [0.994, -2.758, -4.209], [1.029, -2.175, -5.617], [-0.239, -2.450, -3.585], [2.135, -1.170, -3.292], [2.143, -2.679, -2.378], [3.123, -2.534, -3.850], [1.029, -3.851, -4.264], [0.942, -1.087, -5.572], [0.186, -2.547, -6.200], [1.957, -2.435, -6.134], [-0.295, -1.485, -3.522], [4.623, -4.387, 0.075], [4.313, -3.269, 1.058], [3.626, -2.102, 0.373], [5.508, -2.833, 1.718], [5.303, -4.028, -0.704], [5.108, -5.221, 0.584], [3.713, -4.749, -0.405], [3.664, -3.651, 1.848], [4.272, -1.674, -0.400], [3.400, -1.311, 1.090], [2.696, -2.421, -0.097], [6.099, -2.486, 1.041], [4.472, 2.357, 1.964], [3.380, 2.276, 0.908], [3.702, 3.128, -0.310], [2.124, 2.655, 1.460], [4.581, 3.387, 2.316], [4.216, 1.736, 2.824], [5.434, 2.028, 1.566], [3.251, 1.236, 0.600], [3.789, 4.180, -0.022], [2.907, 3.054, -1.052], [4.642, 2.820, -0.773], [2.184, 3.575, 1.740], [4.084, -0.522, 5.993], [3.023, -0.307, 4.923], [2.594, -1.622, 4.294], [3.504, 0.587, 3.923], [4.974, -0.980, 5.553], [4.381, 0.431, 6.434], [3.720, -1.175, 6.788], [2.159, 0.191, 5.366], [3.451, -2.098, 3.807], [1.834, -1.460, 3.530], [2.200, -2.313, 5.040], [4.265, 0.170, 3.501], [0.500, -6.611, 3.294], [0.898, -5.167, 3.561], [0.016, -4.524, 4.621], [0.879, -4.409, 2.354], [-0.525, -6.656, 2.917], [1.152, -7.053, 2.540], [0.557, -7.213, 4.203], [1.938, -5.134, 3.894], [-1.030, -4.503, 4.302], [0.324, -3.494, 4.788], [0.071, -5.067, 5.566], [-0.022, -4.399, 2.013], [-5.146, 1.483, 4.125], [-6.541, 1.540, 3.520], [-6.991, 0.169, 3.032], [-6.589, 2.488, 2.465], [-4.422, 1.159, 3.372], [-4.842, 2.470, 4.474], [-5.102, 0.786, 4.965], [-7.247, 1.906, 4.270], [-6.317, -0.190, 2.250], [-7.993, 0.227, 2.606], [-6.996, -0.561, 3.843], [-5.960, 2.221, 1.777]],
  "mulliken_charge": [-0.475, -0.681, 0.276, -0.624, -0.189, -0.399, 0.327, 0.182, -0.785, -0.876, 0.214, 0.239, 0.033, 0.374, 0.331, 0.386, 0.106, 0.228, 0.189, 0.242, -0.061, -1.012, 0.500, -1.359, -0.559, 0.308, 0.104, 0.355, 0.287, 0.328, 0.323, 0.353, 0.345, -1.017, 0.361, -1.237, -0.535, 0.309, 0.108, 0.405, 0.327, 0.264, 0.310, 0.375, 0.390, -1.566, 1.089, -0.770, -0.580, 0.382, 0.366, 0.364, -0.288, 0.397, -0.034, 0.265, 0.376, -1.265, 1.047, -1.323, -0.507, 0.396, 0.346, 0.385, -0.198, 0.357, 0.240, 0.383, 0.297, -1.385, 0.159, -0.924, -0.607, 0.332, 0.362, 0.403, 0.338, 0.115, 0.369, 0.283, 0.314, -1.513, 0.691, -1.284, -0.454, 0.368, 0.344, 0.378, 0.220, 0.404, 0.254, 0.347, 0.287, -1.133, 0.348, -1.217, -0.550, 0.205, 0.296, 0.395, 0.308, 0.297, 0.308, 0.369, 0.347]
}